{"formula": "C22H38N4O3PSnTe", "method": "the ωB97M-V functional and the def2-TZVPD basis", "elements": ["Sn", "C", "C", "C", "C", "C", "H", "H", "H", "H", "H", "C", "C", "C", "C", "C", "C", "Te", "C", "C", "C", "H", "H", "H", "H", "H", "H", "H", "H", "H", "H", "H", "N", "C", "C", "C", "N", "H", "H", "H", "H", "N", "C", "C", "N", "H", "H", "H", "H", "H", "H", "H", "H", "H", "C", "O", "P", "O", "C", "O", "C", "H", "H", "H", "H", "H", "H", "H", "H", "H"], "coordinates": [[-0.991, 0.436, 0.770], [-2.269, -1.771, -0.652], [-3.115, -1.522, 0.427], [-3.520, -0.170, 0.381], [-2.928, 0.421, -0.762], [-2.125, -0.577, -1.385], [-1.802, -2.715, -0.885], [-3.414, -2.238, 1.177], [-4.214, 0.317, 1.048], [-3.157, 1.401, -1.151], [-1.574, -0.453, -2.305], [0.839, 6.935, 5.436], [0.360, 6.065, 4.310], [0.376, 6.507, 2.997], [-0.075, 5.714, 1.948], [0.010, 6.284, 0.560], [-0.578, 4.432, 2.216], [-1.451, 3.324, 0.612], [-0.581, 3.959, 3.533], [-1.061, 2.592, 3.939], [-0.111, 4.785, 4.550], [1.112, 7.927, 5.081], [1.712, 6.499, 5.924], [0.064, 7.048, 6.196], [0.752, 7.500, 2.779], [0.583, 7.209, 0.564], [-0.979, 6.490, 0.146], [0.505, 5.570, -0.108], [-1.587, 2.083, 3.134], [-1.746, 2.666, 4.784], [-0.225, 1.963, 4.251], [-0.125, 4.411, 5.568], [2.516, -0.658, 2.013], [3.629, -0.427, 2.732], [3.600, 0.900, 3.099], [2.408, 1.389, 2.547], [1.757, 0.437, 1.891], [2.213, -1.529, 1.595], [4.343, -1.207, 2.930], [4.327, 1.431, 3.687], [1.991, 2.384, 2.599], [0.698, 4.345, -3.135], [1.536, 3.106, -2.908], [0.638, 2.142, -2.130], [1.250, 1.046, -1.440], [1.209, 5.093, -3.604], [0.355, 4.692, -2.228], [-0.128, 4.123, -3.693], [2.391, 3.424, -2.314], [1.879, 2.753, -3.880], [-0.160, 1.766, -2.779], [0.164, 2.756, -1.357], [1.931, 1.333, -0.746], [1.643, 0.322, -2.026], [0.633, -3.484, -3.152], [1.124, -3.668, -1.824], [1.261, -2.341, -0.879], [1.374, -3.109, 0.559], [0.248, -3.841, 1.052], [2.821, -1.930, -1.013], [3.882, -2.890, -0.895], [0.489, -4.474, -3.578], [1.353, -2.936, -3.763], [-0.322, -2.953, -3.146], [0.566, -4.327, 1.971], [-0.059, -4.598, 0.331], [-0.587, -3.166, 1.262], [4.802, -2.371, -1.152], [3.720, -3.722, -1.579], [3.942, -3.268, 0.125]], "gap_ev": 6.3, "charge": 1, "lumo_ev": -3.2, "relative_energy_ev": 0.0763, "e_tot_ev": -57940.8304}


{"formula": "C22H38O5", "method": "the ωB97M-V functional and the def2-TZVPD basis", "elements": ["C", "C", "C", "C", "H", "H", "C", "C", "H", "H", "H", "O", "H", "C", "C", "C", "C", "H", "C", "C", "O", "C", "H", "C", "O", "H", "H", "H", "C", "C", "C", "H", "C", "H", "C", "H", "H", "C", "C", "O", "O", "C", "H", "H", "H", "H", "H", "H", "H", "H", "H", "H", "H", "H", "H", "H", "H", "H", "H", "H", "H", "H", "H", "H", "H"], "coordinates": [[-4.216, -0.457, 2.591], [-2.788, -0.977, 2.484], [-2.531, -1.585, 1.107], [-1.101, -2.103, 0.967], [-0.968, -2.994, 1.585], [-0.414, -1.335, 1.327], [-0.698, -2.430, -0.480], [-1.728, -3.331, -1.169], [-2.663, -2.794, -1.300], [-1.912, -4.221, -0.574], [-1.367, -3.639, -2.150], [-0.605, -1.186, -1.156], [-0.415, -1.352, -2.085], [0.682, -3.145, -0.514], [1.764, -2.289, 0.057], [2.569, -1.533, -0.674], [3.579, -0.587, -0.117], [3.679, -0.743, 0.963], [3.191, 0.879, -0.375], [4.509, 1.634, -0.362], [4.641, 2.826, -0.297], [5.637, 0.632, -0.451], [6.385, 0.929, -1.184], [4.982, -0.716, -0.745], [5.749, -1.754, -0.186], [5.272, -2.585, -0.291], [4.886, -0.862, -1.834], [6.134, 0.575, 0.520], [2.142, 1.399, 0.610], [1.505, 2.708, 0.152], [0.562, 3.309, 1.196], [0.211, 4.278, 0.835], [-0.653, 2.457, 1.580], [-0.358, 1.413, 1.683], [-1.848, 2.551, 0.631], [-2.704, 2.073, 1.114], [-2.105, 3.600, 0.474], [-1.647, 1.867, -0.721], [-2.961, 1.476, -1.343], [-3.967, 1.185, -0.750], [-2.874, 1.459, -2.683], [-4.042, 1.054, -3.382], [-4.274, 0.011, -3.158], [-3.825, 1.177, -4.440], [-4.893, 1.672, -3.089], [-1.088, 0.935, -0.592], [-1.107, 2.493, -1.430], [-0.996, 2.794, 2.561], [1.147, 3.495, 2.101], [2.300, 3.430, -0.039], [0.976, 2.537, -0.786], [2.607, 1.541, 1.588], [1.377, 0.625, 0.704], [2.789, 0.970, -1.392], [2.493, -1.543, -1.755], [1.841, -2.271, 1.136], [0.601, -4.080, 0.042], [0.916, -3.382, -1.555], [-3.239, -2.400, 0.948], [-2.715, -0.823, 0.351], [-2.091, -0.154, 2.652], [-2.608, -1.728, 3.258], [-4.419, 0.247, 1.788], [-4.928, -1.277, 2.512], [-4.375, 0.043, 3.544]], "gap_ev": 9.7, "lumo_ev": 0.5, "smiles": "CCCC[C@@](C)(O)C/C=C/[C@H]1[C@H](O)CC(=O)[C@@H]1CCCCCCC(=O)OC", "relative_energy_ev": 0.0000, "e_tot_ev": -33668.7890}


{"formula": "C22H38P2W", "method": "the ωB97M-V functional and the def2-TZVPD basis", "elements": ["P", "P", "C", "C", "H", "H", "H", "H", "C", "H", "H", "H", "C", "H", "H", "H", "C", "H", "H", "H", "C", "H", "H", "H", "W", "C", "C", "C", "C", "C", "C", "C", "C", "C", "H", "H", "H", "H", "H", "H", "H", "H", "H", "H", "H", "H", "H", "H", "H", "C", "C", "C", "C", "C", "C", "C", "H", "H", "H", "H", "H", "H", "H"], "coordinates": [[-0.076, -1.934, -2.470], [0.396, 1.892, -2.225], [-0.321, -0.541, -3.674], [0.736, 0.599, -3.501], [-1.361, -0.159, -3.649], [-0.178, -0.987, -4.674], [1.743, 0.189, -3.316], [0.785, 1.147, -4.459], [-1.119, 2.660, -2.992], [-1.521, 3.458, -2.355], [-1.921, 1.940, -3.163], [-0.862, 3.130, -3.943], [1.595, 3.156, -2.728], [1.294, 3.494, -3.721], [2.584, 2.698, -2.785], [1.580, 4.002, -2.038], [-1.476, -3.071, -2.734], [-1.482, -3.849, -1.956], [-1.369, -3.565, -3.709], [-2.440, -2.530, -2.711], [1.278, -2.806, -3.387], [2.113, -2.103, -3.543], [0.890, -3.129, -4.353], [1.641, -3.682, -2.836], [0.810, -0.249, 1.198], [-0.160, 2.604, -0.529], [-1.522, 2.090, -0.395], [-1.654, 0.727, -0.844], [-1.451, -0.999, 0.179], [-0.694, -2.233, 0.071], [0.517, -2.417, -0.757], [1.527, -1.231, -0.446], [0.998, 1.590, 0.243], [1.490, -1.568, 2.602], [0.089, 3.644, -0.336], [-2.255, 2.555, 0.260], [-0.938, 0.349, -1.671], [-2.684, 0.580, -1.227], [-1.762, -0.614, 1.187], [-2.420, -1.342, -0.271], [-1.082, -3.084, 0.609], [1.004, -3.384, -0.788], [1.775, -0.621, -1.328], [2.393, -1.566, 0.212], [1.511, 2.054, 1.090], [1.807, 1.514, -0.501], [2.260, -1.017, 3.176], [1.908, -2.488, 2.142], [0.654, -1.842, 3.289], [-0.217, 0.939, 2.601], [-0.305, 0.698, 4.113], [-1.513, 0.310, 4.722], [-1.489, -0.153, 6.045], [-0.290, -0.141, 6.771], [0.870, 0.378, 6.194], [0.835, 0.869, 4.891], [0.293, 1.906, 2.517], [-1.228, 1.114, 2.226], [-2.458, 0.357, 4.167], [-2.405, -0.544, 6.501], [-0.259, -0.554, 7.790], [1.814, 0.396, 6.754], [1.726, 1.362, 4.468]], "spin_multiplicity": 3, "gap_ev": [5.5, 4.9], "charge": 2, "lumo_ev": [-7.5, -7.9], "relative_energy_ev": 1.0123, "e_tot_ev": -43803.4980}


{"formula": "C22H39B2ClN2O9PS", "method": "the ωB97M-V functional and the def2-TZVPD basis", "elements": ["C", "C", "C", "C", "C", "C", "C", "C", "C", "B", "O", "O", "C", "C", "P", "S", "C", "N", "C", "C", "C", "C", "Cl", "B", "N", "O", "H", "H", "H", "H", "H", "H", "H", "H", "H", "H", "H", "H", "H", "H", "H", "H", "H", "H", "H", "H", "H", "H", "H", "H", "H", "H", "H", "C", "O", "C", "O", "O", "C", "H", "H", "H", "H", "H", "H", "C", "O", "C", "O", "O", "C", "H", "H", "H", "H", "H", "H"], "coordinates": [[1.119, 3.373, 0.781], [-0.013, 2.623, 0.100], [-1.096, 3.359, -0.311], [-2.171, 2.768, -0.929], [-2.126, 1.416, -1.133], [-1.050, 0.672, -0.736], [0.037, 1.246, -0.108], [1.233, 0.441, 0.383], [2.392, 0.280, -0.638], [2.802, 1.506, -1.587], [1.933, 2.408, -2.147], [4.121, 1.689, -1.937], [3.656, -0.046, 0.271], [4.342, 1.138, 0.973], [3.350, -1.230, 1.776], [3.089, -0.357, 3.484], [4.527, -0.934, -0.566], [3.793, -1.421, -1.498], [2.381, -1.004, -1.600], [1.282, -2.102, -1.404], [1.701, -3.399, -0.650], [1.068, -4.617, -1.345], [-0.705, -4.564, -0.978], [2.247, -0.700, -3.197], [1.006, -0.326, -3.787], [3.365, -0.783, -4.041], [0.754, 4.357, 1.081], [1.522, 2.860, 1.656], [1.936, 3.559, 0.074], [-1.067, 4.430, -0.134], [-3.022, 3.359, -1.244], [-2.995, 0.961, -1.597], [-1.102, -0.402, -0.904], [0.843, -0.531, 0.699], [1.613, 0.957, 1.263], [1.089, 2.002, -2.380], [4.151, 2.118, -2.803], [3.628, 1.756, 1.512], [5.104, 0.740, 1.648], [4.870, 1.784, 0.267], [2.237, -2.047, 1.524], [4.538, -2.004, 1.814], [5.574, -1.162, -0.402], [4.276, -2.072, -2.116], [0.385, -1.708, -0.933], [0.957, -2.429, -2.396], [2.780, -3.581, -0.619], [1.238, -3.372, 0.337], [1.177, -4.588, -2.428], [1.414, -5.553, -0.912], [0.331, 0.057, -3.131], [1.144, 0.278, -4.589], [3.683, 0.117, -4.188], [0.078, 0.659, 6.545], [-0.996, 1.472, 6.065], [-0.858, 1.876, 4.808], [0.068, 1.618, 4.077], [-1.917, 2.620, 4.486], [-1.874, 3.111, 3.150], [-0.157, 0.399, 7.574], [0.161, -0.254, 5.959], [1.016, 1.211, 6.525], [-1.861, 2.283, 2.441], [-1.004, 3.751, 3.004], [-2.773, 3.699, 2.986], [-8.921, -1.955, -1.468], [-7.713, -2.554, -1.947], [-6.602, -1.984, -1.494], [-6.538, -1.043, -0.747], [-5.557, -2.636, -2.015], [-4.295, -2.122, -1.606], [-9.745, -2.509, -1.908], [-8.982, -2.029, -0.384], [-8.984, -0.915, -1.784], [-4.178, -2.203, -0.525], [-4.180, -1.086, -1.924], [-3.527, -2.723, -2.088]], "gap_ev": 7.6, "charge": 1, "lumo_ev": -4.0, "e_tot_ev": -78852.0122}


For each record above, in turn, the calculated maximum force values are 0.447 0.776 6.068 2.578 eV/A.